{
  "formula": "C5H12N2O",
  "method": "ωB97M-V/def2-TZVPD",
  "species": ["N", "C", "C", "N", "O", "H", "H", "H", "H", "H", "H", "C", "C", "C", "H", "H", "H", "H", "H", "H"],
  "coordinates": [[2.000, -1.932, -2.407], [2.429, -0.908, -1.479], [1.383, -0.257, -0.569], [0.121, -0.726, -0.682], [1.678, 0.631, 0.202], [1.620, -2.737, -1.924], [1.313, -1.575, -3.061], [3.200, -1.333, -0.828], [2.902, -0.103, -2.048], [-0.111, -1.475, -1.311], [-0.609, -0.349, -0.097], [-2.868, 0.413, 1.287], [-1.714, 0.728, 1.847], [-0.991, 2.015, 1.648], [-3.353, -0.534, 1.461], [-3.379, 1.093, 0.622], [-1.227, 0.027, 2.513], [0.019, 1.824, 1.284], [-0.900, 2.539, 2.599], [-1.513, 2.657, 0.943]],
  "nbo_charge": [-0.824, -0.323, 0.653, -0.832, -0.633, 0.353, 0.355, 0.221, 0.222, 0.389, 0.418, -0.426, -0.169, -0.671, 0.197, 0.190, 0.197, 0.259, 0.218, 0.205],
  "homo_energy_ev": -9.23,
  "max_force_ev_per_a": 0.46,
  "smiles": "NCC(N)=O.C=CC",
  "charge": 0,
  "relative_energy_kj_mol": 121.9,
  "total_energy_ev": -10407.161,
  "homo_lumo_gap_ev": 10.03
}


{
  "formula": "C27H35CoN5O3P2",
  "method": "ωB97M-V/def2-TZVPD",
  "species": ["Co", "C", "C", "C", "C", "C", "C", "C", "C", "C", "H", "H", "H", "H", "H", "H", "H", "H", "H", "H", "H", "H", "H", "H", "H", "P", "P", "N", "N", "N", "N", "C", "C", "C", "C", "C", "C", "C", "C", "C", "C", "C", "C", "C", "C", "C", "C", "C", "C", "H", "H", "H", "H", "H", "H", "H", "H", "H", "H", "H", "H", "H", "H", "H", "H", "H", "H", "H", "H", "O", "N", "O", "O"],
  "coordinates": [[-2.709, 0.383, 0.521], [1.725, -0.941, 5.192], [1.467, -0.110, 4.183], [1.953, -0.188, 2.756], [1.161, -1.038, 1.735], [1.258, -2.509, 1.794], [1.773, -3.280, 2.759], [2.740, -2.963, 3.863], [2.257, -2.361, 5.212], [-4.187, -0.135, 1.682], [1.563, -0.512, 6.209], [0.710, 0.665, 4.384], [3.013, -0.465, 2.628], [1.799, 0.844, 2.445], [0.107, -0.739, 1.755], [1.474, -0.686, 0.746], [0.899, -2.994, 0.876], [1.525, -4.331, 2.755], [3.528, -2.315, 3.478], [3.218, -3.926, 4.113], [1.522, -3.055, 5.638], [3.184, -2.327, 5.843], [-3.452, -0.690, 2.306], [-4.850, -0.844, 1.179], [-4.767, 0.515, 2.362], [-1.838, -0.582, -1.104], [0.403, 2.277, -0.294], [-1.213, -2.292, -1.527], [-2.977, -0.518, -2.466], [1.987, 1.628, -0.767], [0.781, 3.894, -0.925], [-0.430, 0.221, -1.869], [-0.562, 1.731, -1.733], [-1.569, -3.490, -0.918], [-1.030, -4.557, -1.653], [-0.337, -3.994, -2.757], [-0.457, -2.614, -2.651], [-4.338, -0.222, -2.360], [-4.888, -0.242, -3.648], [-3.830, -0.557, -4.567], [-2.663, -0.709, -3.816], [3.073, 1.376, 0.099], [4.171, 0.959, -0.652], [3.767, 0.978, -2.020], [2.436, 1.362, -2.072], [1.810, 4.377, -1.752], [1.503, 5.688, -2.101], [0.253, 6.018, -1.492], [-0.189, 4.910, -0.794], [-0.367, -0.015, -2.929], [0.472, -0.172, -1.395], [-0.216, 2.230, -2.649], [-1.606, 2.059, -1.539], [-2.166, -3.478, -0.015], [-1.125, -5.615, -1.421], [0.191, -4.513, -3.555], [-0.037, -1.864, -3.301], [-4.777, -0.018, -1.399], [-5.928, -0.059, -3.901], [-3.891, -0.675, -5.647], [-1.661, -0.932, -4.141], [2.995, 1.562, 1.156], [5.139, 0.675, -0.251], [4.404, 0.788, -2.877], [1.783, 1.458, -2.917], [2.660, 3.771, -2.007], [2.124, 6.328, -2.704], [-0.264, 6.966, -1.551], [-1.078, 4.722, -0.206], [-0.932, 1.014, 1.839], [-1.867, 1.282, 2.735], [-1.689, 1.097, 3.920], [-2.939, 1.751, 2.180]],
  "mulliken_charge": [-0.001, -0.804, -0.591, -0.369, 1.790, -0.566, -0.557, -0.977, -0.482, -1.230, 0.306, 0.199, 0.795, -0.082, -0.286, -0.519, 0.333, 0.409, 0.297, 0.403, 0.293, 0.344, 0.328, 0.470, 0.367, 0.905, -0.076, 0.667, 0.463, 0.711, 0.399, -1.016, -1.538, -0.618, -0.690, -0.760, -0.189, -0.513, -0.584, -0.666, -0.216, -0.716, -0.917, -0.754, -0.447, -0.245, -0.648, -0.578, -0.472, 0.131, 1.080, 0.615, 0.675, 0.424, 0.416, 0.442, 0.295, 0.305, 0.420, 0.414, 0.321, 0.747, 0.462, 0.441, 0.380, 0.367, 0.439, 0.421, 0.373, -0.297, 1.026, -0.570, -0.698],
  "homo_energy_ev": [-8.38, -8.38],
  "max_force_ev_per_a": 6.95,
  "spin_multiplicity": 4,
  "charge": 0,
  "relative_energy_kj_mol": 0.0,
  "total_energy_ev": -98355.061,
  "homo_lumo_gap_ev": [7.67, 6.54]
}